1.
ORCA calculation (the ωB97M-V functional and the def2-TZVPD basis) on a cluster of 2 separate species, C37H32N2O4S3 in total in a non-equilibrium geometry.

Each line ends with the Löwdin charge.
Atoms and positions in Å:
C1 2.1804 -6.6957 1.9709  -0.09
C2 3.2256 -6.3319 1.1134  -0.08
C3 3.1616 -5.1314 0.4034  -0.03
C4 2.0505 -4.2948 0.5486  -0.21
C5 2.0046 -2.9971 -0.2483  -0.20
C6 2.6601 -1.8051 0.4395  -0.17
C7 3.1447 -0.7404 -0.3340  -0.05
C8 3.8638 0.3021 0.2518  -0.10
C9 4.0186 0.3316 1.6461  -0.10
C10 3.4319 -0.6636 2.4338  -0.10
C11 2.7549 -1.7321 1.8333  -0.03
C12 0.5863 -2.6158 -0.7000  -0.31
C13 -0.0517 -3.7596 -1.4731  -0.12
C14 -1.2722 -3.3441 -2.2560  -0.11
N1 -0.9762 -2.0809 -2.9491  -0.03
C15 -0.0334 -1.2068 -2.4803  -0.58
N2 0.7176 -1.3846 -1.4645  0.06
S1 0.0427 0.2096 -3.5242  1.10
C16 -1.1477 -0.4675 -4.6020  -0.46
C17 -1.6573 0.0386 -5.7935  -0.09
C18 -2.6737 -0.6762 -6.4412  -0.10
C19 -3.1590 -1.8874 -5.9195  -0.09
C20 -2.6154 -2.4311 -4.7530  -0.02
C21 -1.6211 -1.6954 -4.1219  -0.24
C22 1.0120 -4.6410 1.4183  -0.06
C23 1.0817 -5.8477 2.1295  -0.08
H1 2.2349 -7.6336 2.5287  0.10
H2 4.0933 -6.9807 0.9872  0.10
H3 3.9667 -4.8307 -0.2748  0.12
H4 2.5718 -3.1817 -1.1787  0.15
H5 2.9137 -0.7133 -1.4028  0.11
H6 4.2849 1.0865 -0.3795  0.10
H7 4.5995 1.1264 2.1175  0.10
H8 3.4868 -0.6162 3.5250  0.10
H9 2.2782 -2.5086 2.4376  0.11
H10 -0.0402 -2.3525 0.1775  0.15
H11 0.6952 -4.1431 -2.1841  0.14
H12 -0.2768 -4.6015 -0.8055  0.12
H13 -1.5136 -4.1121 -3.0001  0.12
H14 -2.1469 -3.2101 -1.6005  0.14
H15 -1.2546 0.9713 -6.1890  0.11
H16 -3.0966 -0.2850 -7.3633  0.10
H17 -3.9669 -2.4180 -6.4164  0.10
H18 -2.9479 -3.3869 -4.3320  0.11
H19 0.1559 -3.9697 1.5467  0.12
H20 0.2636 -6.1164 2.7983  0.10
C24 0.0607 0.7669 2.0517  0.09
C25 -1.0339 1.4872 1.7275  -0.36
S2 -1.1137 2.1801 0.0893  0.70
O1 -0.6131 1.1675 -0.8142  -0.34
O2 -2.4114 2.7798 -0.1128  -0.30
C26 0.1024 3.5228 0.0967  -0.25
C27 -0.3543 4.8212 0.3298  -0.06
C28 0.5679 5.8459 0.5576  -0.07
C29 1.9410 5.5784 0.5082  -0.07
C30 2.3933 4.2854 0.2198  -0.06
C31 1.4725 3.2531 0.0063  -0.05
S3 -2.4536 1.6510 2.8439  0.71
O3 -2.0022 1.3539 4.1851  -0.31
O4 -3.5439 0.9170 2.2384  -0.30
C32 -2.9787 3.3928 2.8922  -0.28
C33 -4.1319 3.7661 2.2080  -0.06
C34 -4.5062 5.1120 2.1834  -0.06
C35 -3.7229 6.0706 2.8335  -0.08
C36 -2.6014 5.6730 3.5716  -0.08
C37 -2.2529 4.3210 3.6436  -0.06
H21 0.8505 0.6274 1.3226  0.07
H22 0.1131 0.3527 3.0523  0.09
H23 -1.4257 5.0132 0.3619  0.11
H24 0.2054 6.8509 0.7783  0.11
H25 2.6621 6.3790 0.7001  0.11
H26 3.4647 4.0753 0.1679  0.11
H27 1.8104 2.2397 -0.2095  0.10
H28 -4.7241 3.0089 1.6966  0.12
H29 -5.4074 5.4000 1.6396  0.11
H30 -3.9882 7.1287 2.7633  0.11
H31 -1.9942 6.4163 4.0929  0.11
H32 -1.4145 3.9866 4.2551  0.12

Properties
Calculated total energy, eV: -82562.74594
Molar mass, g mol⁻¹: 664.9
SMILES: c1ccc(C(c2ccccc2)[C@@H]2CCN3C(=N2)Sc2ccccc23)cc1.C=C(S(=O)(=O)c1ccccc1)S(=O)(=O)c1ccccc1
LUMO, hartree: -0.0094
HOMO-LUMO gap, Ha: 0.2644


2.
ORCA calculation (the ωB97M-V functional and the def2-TZVPD basis) on a cluster of 2 separate species, C6H15N2 in total in a non-equilibrium geometry.

Each line ends with the Löwdin charge.
Atoms and positions in Å:
C1 -1.2311 -0.3772 -1.9914  -0.10
C2 -0.9659 0.6822 1.8665  -0.02
C3 -1.4992 0.0653 -0.6717  -0.03
C4 -2.2848 -0.4422 -3.0075  -0.09
C5 0.0809 0.6632 2.8732  -0.03
C6 2.8711 0.1671 0.2427  -0.13
N1 -0.7390 0.2393 0.6025  0.07
N2 1.7506 -0.7694 0.0904  -0.07
H1 -0.2317 -0.6769 -2.2702  0.09
H2 -1.9571 1.0492 2.1031  0.14
H3 -2.5309 0.3606 -0.5059  0.10
H4 -2.3474 -1.4605 -3.3944  0.10
H5 -2.0192 0.1897 -3.8560  0.10
H6 -3.2547 -0.1411 -2.6235  0.09
H7 1.0494 0.3887 2.4649  0.07
H8 -0.1904 -0.0411 3.6653  0.11
H9 0.1402 1.6404 3.3554  0.11
H10 3.8077 -0.2191 -0.1633  0.08
H11 2.6241 1.0945 -0.2719  0.08
H12 3.0269 0.3813 1.2990  0.07
H13 0.2640 -0.1262 0.4481  0.07
H14 1.9359 -1.6126 0.6285  0.10
H15 1.7006 -1.0551 -0.8837  0.08

Properties
Calculated total energy, eV: -9437.68971
Molar mass, g mol⁻¹: 115.2
LUMO, hartree: -0.1603
Relative energy (zero: lowest compared OMol25 entry of this formula, charge and spin), kcal/mol: 52.6
Charge: +1
HOMO-LUMO gap, Ha: 0.3244


3.
ORCA calculation (the ωB97M-V functional and the def2-TZVPD basis) on an isolated molecule of C22H21N7O2 in a non-equilibrium geometry.

Each line ends with the Löwdin charge.
Atoms and positions in Å:
C1 -1.3204 -2.7008 3.0184  0.01
C2 -2.0171 -1.8874 2.2481  -0.16
C3 -3.4769 -1.5978 2.4287  -0.18
N1 -4.2192 -1.8624 1.2107  0.08
C4 -4.7778 -0.8837 0.4729  -0.52
O1 -4.7631 0.2861 0.8056  0.05
C5 -5.3954 -1.3433 -0.8405  -0.09
C6 -4.6545 -0.6483 -1.9953  -0.08
C7 -3.1755 -0.9374 -1.8443  -0.50
O2 -2.6182 -1.9373 -2.2561  0.06
N2 -2.5089 0.0072 -1.1448  0.10
N3 -1.1847 -0.2229 -0.7775  0.10
C8 -0.3598 0.8244 -0.5410  -0.29
N4 -0.8088 2.0282 -0.3965  0.18
C9 0.0559 3.0328 -0.0616  -0.21
C10 -0.4474 4.3315 0.0844  -0.02
C11 0.3961 5.3653 0.4144  -0.08
C12 1.7607 5.1430 0.6100  -0.08
C13 2.2821 3.8783 0.4750  -0.02
C14 1.4404 2.8151 0.1394  -0.09
C15 1.8942 1.4763 -0.0204  -0.20
N5 3.0718 0.9038 0.0888  0.20
C16 2.8345 -0.4036 -0.1866  -0.29
C17 3.8775 -1.4095 -0.1738  -0.17
C18 3.5761 -2.7419 -0.4493  -0.03
C19 4.5786 -3.6919 -0.4329  -0.08
C20 5.8833 -3.3234 -0.1432  -0.09
C21 6.1859 -1.9991 0.1315  -0.08
C22 5.1894 -1.0423 0.1174  -0.03
N6 1.5657 -0.6725 -0.4631  0.17
N7 0.9641 0.5187 -0.3585  0.02
H1 -0.2709 -2.8757 2.8566  0.05
H2 -1.7683 -3.2155 3.8532  0.05
H3 -1.5501 -1.3800 1.4152  0.08
H4 -3.8898 -2.1951 3.2475  0.12
H5 -3.6260 -0.5351 2.6471  0.12
H6 -4.1842 -2.8042 0.8533  0.15
H7 -5.3244 -2.4253 -0.9510  0.12
H8 -6.4459 -1.0499 -0.8577  0.13
H9 -5.0008 -1.0454 -2.9491  0.13
H10 -4.8371 0.4246 -1.9527  0.12
H11 -2.9364 0.8039 -0.6892  0.14
H12 -0.8079 -1.0813 -1.1733  0.14
H13 -1.5029 4.4904 -0.0681  0.11
H14 0.0004 6.3642 0.5246  0.10
H15 2.4055 5.9693 0.8684  0.10
H16 3.3318 3.6767 0.6208  0.11
H17 2.5556 -3.0113 -0.6736  0.11
H18 4.3449 -4.7247 -0.6466  0.10
H19 6.6644 -4.0696 -0.1309  0.10
H20 7.2031 -1.7140 0.3573  0.10
H21 5.4036 -0.0062 0.3282  0.11

Properties
Calculated total energy, eV: -37681.49390
Molar mass, g mol⁻¹: 415.5
SMILES: C=CCNC(=O)CCC(=O)NNc1nc2ccccc2c2nc(-c3ccccc3)nn12
LUMO, hartree: 0.0124
Relative energy (zero: lowest compared OMol25 entry of this formula, charge and spin), kcal/mol: 4.2
HOMO-LUMO gap, Ha: 0.3179


4.
ORCA calculation (the ωB97M-V functional and the def2-TZVPD basis) on a structure of composition C41H32InN5O6SSi.

Each line ends with the Löwdin charge.
Atoms and positions in Å:
In1 0.1531 0.0741 0.0892  0.94
O1 -0.2645 -0.4784 1.9551  -0.34
Si1 0.3603 -0.8410 3.4138  0.50
C1 1.7960 -2.0548 3.3871  -0.21
C2 2.2699 -2.6549 2.2164  -0.09
C3 3.3400 -3.5441 2.2322  -0.08
C4 3.9629 -3.8478 3.4338  -0.09
C5 3.5068 -3.2661 4.6118  -0.08
C6 2.4365 -2.3854 4.5862  -0.08
C7 0.9508 0.7049 4.2887  -0.21
C8 0.9752 0.7883 5.6864  -0.11
C9 1.4842 1.9095 6.3309  -0.09
C10 1.9811 2.9707 5.5854  -0.09
C11 1.9657 2.9091 4.1992  -0.08
C12 1.4548 1.7871 3.5600  -0.08
C13 -1.0130 -1.6597 4.4026  -0.21
C14 -1.9234 -0.9159 5.1631  -0.09
C15 -2.9753 -1.5320 5.8311  -0.09
C16 -3.1371 -2.9088 5.7504  -0.10
C17 -2.2453 -3.6671 5.0024  -0.09
C18 -1.1930 -3.0463 4.3409  -0.09
H1 1.8142 -2.4109 1.2624  0.05
H2 3.6831 -3.9940 1.3079  0.10
H3 4.8019 -4.5320 3.4550  0.10
H4 3.9940 -3.4966 5.5519  0.10
H5 2.0939 -1.9459 5.5193  0.10
H6 0.5772 -0.0295 6.2807  0.10
H7 1.4928 1.9558 7.4131  0.10
H8 2.3827 3.8440 6.0855  0.10
H9 2.3605 3.7316 3.6152  0.10
H10 1.4722 1.7505 2.4775  0.07
H11 -1.8120 0.1627 5.2263  0.10
H12 -3.6678 -0.9392 6.4171  0.10
H13 -3.9567 -3.3904 6.2696  0.10
H14 -2.3658 -4.7427 4.9454  0.10
H15 -0.4908 -3.6511 3.7719  0.10
N1 -2.3776 -6.4919 -1.9797  0.17
C19 -3.2940 -7.3369 -2.5679  -0.19
C20 -3.3682 -8.7243 -2.6736  -0.02
C21 -4.4528 -9.2326 -3.3579  -0.09
C22 -5.4318 -8.3916 -3.9188  -0.09
C23 -5.3480 -7.0191 -3.8104  -0.01
C24 -4.2550 -6.4852 -3.1232  -0.22
N2 -3.9238 -5.1622 -2.8751  0.19
C25 -2.8118 -5.2105 -2.1985  -0.27
C26 -2.0929 -4.0241 -1.7079  -0.11
C27 -0.9546 -4.1183 -0.9160  0.03
C28 -0.3415 -2.9673 -0.4766  -0.09
N3 -0.8026 -1.7506 -0.7865  0.01
C29 -1.9031 -1.6502 -1.5532  -0.06
C30 -2.5684 -2.7578 -2.0282  0.03
H16 -1.5469 -6.7679 -1.4895  0.15
H17 -2.6178 -9.3744 -2.2412  0.11
H18 -4.5539 -10.3050 -3.4666  0.10
H19 -6.2662 -8.8378 -4.4453  0.10
H20 -6.0977 -6.3639 -4.2360  0.11
H21 -0.5295 -5.0696 -0.6259  0.12
H22 0.5430 -3.0182 0.1463  0.09
H23 -2.2644 -0.6539 -1.7577  0.10
H24 -3.4578 -2.6572 -2.6335  0.12
O2 -3.2278 1.1599 -0.7471  0.07
C31 -2.3338 1.9742 -0.7876  -0.47
C32 -2.4836 3.4593 -1.0953  -0.07
C33 -1.0482 3.9741 -1.2384  -0.06
C34 -0.2053 2.8230 -0.7347  -0.50
O3 0.9863 2.8174 -0.4969  0.06
N4 -0.9947 1.7046 -0.5584  0.06
H25 -3.0040 3.9176 -0.2538  0.13
H26 -3.1052 3.5906 -1.9774  0.12
H27 -0.8330 4.8745 -0.6690  0.12
H28 -0.7717 4.1625 -2.2762  0.13
O4 3.4564 1.1742 1.1942  0.12
C35 3.3406 0.6268 0.1309  -0.47
N5 2.2301 -0.1151 -0.2793  -0.13
S1 2.2912 -0.5620 -1.8477  0.62
O5 1.2466 0.1727 -2.5322  -0.30
O6 2.2453 -1.9943 -1.9897  -0.28
C36 3.9258 0.0230 -2.1308  -0.21
C37 4.7417 -0.1607 -3.2295  -0.03
C38 6.0438 0.3121 -3.1330  -0.06
C39 6.5015 0.9268 -1.9667  -0.05
C40 5.6696 1.0817 -0.8649  0.01
C41 4.3723 0.6191 -0.9620  -0.12
H29 4.3805 -0.6511 -4.1250  0.12
H30 6.7155 0.1947 -3.9748  0.11
H31 7.5253 1.2776 -1.9208  0.11
H32 6.0100 1.5364 0.0572  0.13

Properties
Calculated total energy, eV: -86664.20615
Molar mass, g mol⁻¹: 865.7
LUMO, hartree: -0.0265
Relative energy (zero: lowest compared OMol25 entry of this formula, charge and spin), kcal/mol: 0.0
HOMO-LUMO gap, Ha: 0.2932


Calculated highest occupied orbital energy in order - -7.45 -13.19 -8.31 -8.70 eV